No. 1
Entry from the Open Molecules 2025 dataset: a molecular structure, C26H26BeN6O2S2 (the ωB97M-V functional and the def2-TZVPD basis).

```
63
Properties=species:S:1:pos:R:3:forces:R:3:lowdin_charge:R:1
Be -0.725 0.560 1.785 -0.162 -0.374 0.407 -0.07
C 2.293 4.847 3.666 -0.013 0.015 0.038 -0.09
C 2.253 4.403 2.211 -0.016 0.011 -0.077 -0.28
N 2.449 2.974 2.044 -0.019 -0.116 0.146 -0.01
C 1.481 2.039 2.168 -0.074 0.226 -0.060 -0.75
S -0.200 2.526 2.183 0.093 0.107 -0.052 0.79
N 1.894 0.791 2.285 -0.070 -0.207 0.023 0.04
N 0.807 -0.020 2.340 0.290 0.263 -0.031 -0.05
C 0.841 -1.162 2.908 -0.140 -0.129 0.033 -0.22
C 2.072 -1.809 3.435 0.022 -0.001 -0.024 0.00
C -0.535 -1.657 3.159 0.066 0.081 0.008 -0.18
C -0.864 -2.923 3.607 -0.042 -0.005 0.033 0.01
C -2.194 -3.203 3.888 0.036 -0.006 -0.009 -0.04
C -3.150 -2.219 3.713 -0.025 0.017 -0.018 -0.04
C -2.744 -0.987 3.227 -0.013 0.032 0.029 -0.11
N -1.474 -0.707 2.970 0.078 -0.008 -0.116 0.06
H 2.094 5.917 3.745 0.012 0.002 -0.008 0.07
H 3.270 4.652 4.112 -0.001 -0.015 -0.007 0.07
H 1.538 4.317 4.246 -0.011 0.001 -0.019 0.07
H 3.025 4.910 1.629 0.019 -0.007 0.027 0.11
H 1.298 4.660 1.757 -0.013 -0.011 0.008 0.08
H 3.373 2.606 2.226 0.015 0.030 -0.091 0.14
H 2.904 -1.614 2.762 -0.001 0.011 0.004 0.08
H 1.945 -2.883 3.551 0.001 -0.005 -0.005 0.07
H 2.330 -1.384 4.409 -0.004 0.000 0.004 0.10
H -0.101 -3.678 3.727 0.003 -0.002 -0.002 0.11
H -2.478 -4.188 4.236 -0.003 0.000 0.005 0.11
H -4.194 -2.399 3.924 0.002 -0.002 0.009 0.11
H -3.458 -0.197 3.028 0.007 0.006 -0.018 0.13
C -0.123 -3.591 -5.918 0.021 -0.007 -0.013 -0.06
C -0.255 -3.213 -4.467 0.010 0.023 -0.016 -0.29
C -1.139 -3.888 -3.630 -0.023 -0.016 0.026 -0.04
C -1.290 -3.528 -2.301 -0.008 -0.009 -0.032 -0.02
C -0.552 -2.473 -1.789 0.047 0.040 -0.003 -0.34
C 0.336 -1.787 -2.602 -0.051 -0.054 0.052 0.00
C 0.482 -2.163 -3.929 0.007 0.000 -0.008 -0.04
S -2.053 -1.325 0.108 0.141 -0.096 0.126 0.92
O -0.651 -2.136 -0.451 -0.146 0.085 -0.057 -0.27
O -2.965 -1.336 -1.030 -0.036 0.004 -0.061 -0.42
N -1.524 0.192 0.385 0.065 0.197 -0.309 -0.25
C -1.435 1.074 -0.734 -0.085 -0.106 0.009 -0.27
C -2.567 1.556 -1.333 -0.028 0.000 -0.058 -0.02
C -2.496 2.420 -2.446 -0.001 -0.001 -0.002 -0.06
C -1.291 2.813 -2.947 -0.010 0.036 0.016 -0.04
C -0.098 2.354 -2.343 0.018 -0.018 -0.065 -0.15
C 1.186 2.731 -2.801 -0.043 0.017 0.029 -0.02
C 2.295 2.251 -2.169 0.000 0.004 0.029 -0.05
C 2.116 1.391 -1.063 0.044 -0.002 -0.009 -0.15
N 0.950 1.013 -0.617 0.001 -0.039 0.025 0.11
C -0.163 1.476 -1.239 -0.005 0.005 0.090 -0.19
H -0.279 -4.660 -6.064 -0.006 0.001 0.004 0.07
H 0.865 -3.339 -6.303 0.000 0.003 0.004 0.07
H -0.858 -3.064 -6.530 -0.008 0.003 0.008 0.08
H -1.719 -4.713 -4.027 -0.004 -0.001 0.007 0.11
H -1.982 -4.053 -1.656 0.001 0.007 -0.012 0.12
H 0.909 -0.977 -2.175 0.047 0.048 -0.005 0.10
H 1.185 -1.629 -4.558 -0.004 0.005 0.002 0.11
H -3.530 1.251 -0.950 0.009 -0.010 0.008 0.11
H -3.414 2.768 -2.901 -0.003 0.002 0.005 0.10
H -1.231 3.481 -3.797 0.009 -0.009 -0.007 0.11
H 1.267 3.406 -3.645 0.006 -0.017 -0.016 0.11
H 3.292 2.523 -2.489 0.001 -0.009 -0.002 0.10
H 2.981 1.008 -0.526 -0.006 0.004 0.000 0.11
```
Forces are in eV/Å.

Calculated values
HOMO energy (hartree): -0.2859
Spin multiplicity: 1
Strongest force on any atom (eV/Å): 0.6
Relative energy (zero: lowest compared OMol25 entry of this formula, charge and spin) (kJ/mol): 51.85



No. 2
Entry from the Open Molecules 2025 dataset: a gas-phase ion, C4H12NSi (charge +1) at a distorted geometry (the ωB97M-V functional and the def2-TZVPD basis).

```
18
Properties=species:S:1:pos:R:3:forces:R:3:lowdin_charge:R:1
C 0.789 0.577 -0.421 1.033 -0.862 -1.135 -0.26
C 2.074 -0.225 -0.323 1.692 0.912 0.807 -0.38
C -2.756 -0.415 0.432 -3.157 0.196 1.659 -0.04
C -0.432 -0.357 -0.306 1.408 0.491 -1.997 -0.17
N -1.622 0.381 0.045 -1.262 1.311 0.117 -0.05
Si 3.735 0.055 0.231 -3.612 -1.241 -1.319 0.83
H 0.730 1.044 -1.399 0.029 0.370 -0.226 0.11
H 0.929 1.332 0.305 -0.963 1.060 1.013 0.09
H 1.840 -1.164 -0.647 -0.029 -2.867 -0.953 -0.02
H -2.627 -0.920 1.424 0.497 -0.655 -1.545 0.14
H -3.505 0.324 0.811 0.174 -0.327 -0.787 0.12
H -3.203 -0.869 -0.456 0.209 -0.814 0.672 0.12
H -0.621 -0.990 -1.241 0.229 1.140 1.154 0.18
H -0.295 -1.014 0.471 0.512 -1.779 1.904 0.10
H -1.539 0.900 0.951 0.959 0.666 -1.624 0.21
H -1.979 0.913 -0.787 0.874 0.383 1.331 0.21
H 4.760 -0.948 0.318 0.410 -0.246 -0.012 -0.09
H 3.722 1.375 0.593 0.995 2.264 0.941 -0.12
```
Forces are in eV/Å.

Calculated values
Net charge: +1
HOMO energy (hartree): -0.4175
Spin multiplicity: 1
Strongest force on any atom (eV/Å): 4.0
SMILES: C[NH2+]CCC=[SiH2]
Relative energy (zero: lowest compared OMol25 entry of this formula, charge and spin) (kJ/mol): 277.84



No. 3
Entry from the Open Molecules 2025 dataset: a molecular structure, C8H27O9 at a distorted geometry (the ωB97M-V functional and the def2-TZVPD basis).

```
44
Properties=species:S:1:pos:R:3:forces:R:3:lowdin_charge:R:1
O -16.222 -14.335 11.079 0.447 8.515 1.915 0.16
H -15.847 -15.212 10.967 -1.737 3.006 3.059 -0.30
H -16.413 -13.898 10.245 0.828 0.047 0.723 0.05
H -16.958 -14.375 11.693 -0.987 0.016 0.876 -0.04
C -18.687 -15.905 12.083 0.514 1.086 -0.165 -0.13
C -18.968 -15.636 10.593 -1.166 -1.537 0.729 -0.16
O -17.804 -15.833 9.805 -3.071 -2.774 2.339 -0.11
O -17.699 -15.007 12.539 -0.127 -8.046 -3.977 -0.05
H -18.360 -16.911 12.345 -0.075 -0.288 -0.716 0.13
H -19.595 -15.753 12.666 -0.443 0.114 -0.070 0.13
H -19.393 -14.661 10.355 0.574 -0.286 -0.015 0.10
H -19.820 -16.269 10.346 0.262 -0.632 -0.485 0.14
H -17.939 -16.503 9.131 -0.693 -0.295 0.009 0.13
H -18.001 -14.347 13.168 -0.770 -1.981 -0.251 -0.25
C -18.784 -12.520 13.248 -2.864 -0.043 -0.186 -0.11
C -18.949 -12.749 11.734 2.385 2.023 0.750 -0.12
O -17.613 -12.740 11.136 -7.964 0.780 6.543 -0.17
O -17.981 -13.545 13.807 -0.082 8.262 6.364 0.12
H -19.796 -12.632 13.636 -0.218 0.001 0.406 0.13
H -18.535 -11.487 13.494 0.878 -0.249 -0.101 0.14
H -19.429 -11.850 11.348 -0.726 -0.211 0.080 0.14
H -19.411 -13.670 11.377 -0.145 1.035 1.084 0.08
H -17.248 -11.856 11.048 -1.138 -0.089 0.946 0.13
H -18.000 -13.687 14.756 -0.267 0.502 0.304 0.18
C -16.894 -14.390 8.159 0.513 -0.901 -0.113 -0.24
C -17.362 -13.064 8.656 -0.734 1.743 0.101 -0.09
O -16.531 -12.521 9.740 4.702 1.638 -9.137 -0.14
O -15.528 -14.345 7.955 1.247 1.388 -2.095 -0.08
H -17.473 -14.707 7.291 -0.172 0.371 -0.313 0.15
H -16.931 -15.207 8.879 -0.076 2.271 -1.508 0.04
H -18.367 -13.092 9.076 -0.081 -0.578 0.225 0.12
H -17.544 -12.382 7.825 0.885 0.329 -0.048 0.14
H -16.170 -11.643 9.595 0.503 -0.073 -1.236 0.15
H -15.292 -14.956 7.254 -0.109 0.164 -0.256 0.10
C -14.087 -16.205 10.278 1.899 1.551 -0.021 -0.05
C -13.523 -15.200 9.213 1.092 0.943 0.754 -0.20
O -12.097 -15.216 9.139 0.195 -1.408 0.510 -0.06
O -15.491 -15.949 10.494 8.166 -15.603 -8.080 0.10
H -13.652 -15.891 11.227 0.489 -0.495 -0.114 0.15
H -13.866 -17.246 10.044 -0.274 -0.009 0.204 0.14
H -13.730 -14.235 9.677 -0.763 0.186 -0.403 0.12
H -13.926 -15.216 8.201 0.519 -0.737 0.875 0.10
H -11.757 -14.391 8.783 -0.303 0.055 -0.002 0.09
H -15.854 -16.547 9.837 -1.115 0.209 0.495 0.15
```
Forces are in eV/Å.

Calculated values
Net charge: +1
HOMO energy (hartree): -0.4451
Spin multiplicity: 1
Strongest force on any atom (eV/Å): 19.4
Relative energy (zero: lowest compared OMol25 entry of this formula, charge and spin) (kJ/mol): 1428.44



No. 4
Entry from the Open Molecules 2025 dataset: a single C5H10O3 molecule at a distorted geometry (the ωB97M-V functional and the def2-TZVPD basis).

```
18
Properties=species:S:1:pos:R:3:forces:R:3:lowdin_charge:R:1
O 0.121 2.902 -0.883 -0.016 -0.311 -0.058 0.10
C 0.356 2.093 -0.021 -0.700 1.066 -0.118 -0.55
O 1.558 1.987 0.547 0.756 -0.716 0.926 0.10
C -0.672 1.181 0.641 0.210 -1.077 -2.197 -0.08
C -0.026 -0.180 1.021 -0.861 -0.581 1.034 -0.19
C 0.652 -0.914 -0.141 0.741 0.245 -0.454 -0.19
C -0.338 -1.600 -1.078 0.244 0.835 -0.889 -0.27
O -1.078 -2.504 -0.279 0.385 -0.493 0.053 -0.06
H 2.248 2.576 0.214 -0.537 0.240 -0.445 0.14
H -1.491 1.021 -0.120 0.903 0.182 0.607 0.13
H -1.162 1.752 1.410 0.113 -0.027 0.794 0.12
H 0.705 -0.032 1.808 0.138 0.183 0.092 0.10
H -0.801 -0.842 1.473 0.446 0.478 -0.390 0.12
H 1.372 -1.705 0.119 -0.439 0.161 0.821 0.12
H 1.351 -0.181 -0.597 -0.724 -0.398 -0.527 0.11
H 0.177 -2.043 -1.979 -0.339 -0.116 1.065 0.13
H -1.011 -0.866 -1.515 -0.243 0.279 -0.028 0.10
H -1.960 -2.645 -0.620 -0.078 0.049 -0.287 0.09
```
Forces are in eV/Å.

Calculated values
HOMO energy (hartree): -0.3765
Spin multiplicity: 1
Strongest force on any atom (eV/Å): 2.5
SMILES: O=C(O)CCCCO
Relative energy (zero: lowest compared OMol25 entry of this formula, charge and spin) (kJ/mol): 56.01



No. 5
Entry from the Open Molecules 2025 dataset: a single C5H9N3 molecule at a distorted geometry (the ωB97M-V functional and the def2-TZVPD basis).

```
17
Properties=species:S:1:pos:R:3:forces:R:3:lowdin_charge:R:1
C -1.110 1.457 -0.620 0.416 -1.107 -0.631 -0.13
C -0.663 -0.486 -0.089 -1.990 -1.449 0.400 -0.34
C -0.157 -1.459 0.970 -0.289 0.294 -2.338 -0.17
C 1.825 -0.656 -0.180 1.603 -1.515 -0.370 -0.24
C 0.161 0.743 -0.112 0.648 1.733 -0.356 -0.32
H -1.186 1.330 -1.717 0.073 0.505 0.416 0.12
H -1.408 2.423 -0.277 0.108 0.759 0.071 0.10
H -2.169 0.554 0.916 0.114 -0.007 0.286 0.09
H -0.698 -1.044 -1.099 0.390 0.924 1.412 0.18
H -0.539 -2.475 0.879 -0.264 0.062 0.094 0.11
H -0.190 -1.159 1.991 -0.370 0.484 0.823 0.11
H 2.925 -0.810 -0.383 -1.122 -0.175 0.372 0.13
H 2.061 1.191 -0.851 -0.361 -0.340 -0.295 0.13
H 0.463 1.087 0.926 -0.629 -0.361 -0.881 0.18
N -1.869 0.344 -0.023 -1.745 -0.331 -0.129 -0.01
N 1.207 -1.493 0.560 3.105 -0.301 0.066 0.02
N 1.347 0.453 -0.892 0.312 0.823 1.061 0.04
```
Forces are in eV/Å.

Calculated values
HOMO energy (hartree): -0.3120
Spin multiplicity: 1
Strongest force on any atom (eV/Å): 3.1
SMILES: C1=NC[C@H]2NC[C@@H]2N1
Relative energy (zero: lowest compared OMol25 entry of this formula, charge and spin) (kJ/mol): 261.18



No. 6
Entry from the Open Molecules 2025 dataset: 8 unconnected molecules or ions with the total composition C16H28Cl12O12 at a distorted geometry (the ωB97M-V functional and the def2-TZVPD basis).

```
68
Properties=species:S:1:pos:R:3:forces:R:3:mulliken_spin:R:1
C 4.866 -0.694 0.665 -0.413 0.175 -0.448 0.00
O 5.157 0.539 1.357 1.189 -1.296 -0.093 0.00
C 4.158 1.301 1.684 -2.348 0.868 -0.824 0.01
O 2.959 1.111 1.449 2.276 0.634 0.732 0.01
O 4.700 2.421 2.205 0.251 -0.835 0.638 0.00
C 3.875 3.528 2.422 -0.296 1.383 -0.828 0.01
H 5.531 -1.514 0.936 -0.146 0.356 0.846 -0.01
H 5.086 -0.552 -0.393 -0.275 0.369 -0.090 0.00
H 3.809 -0.898 0.832 0.232 -0.472 -0.077 0.00
H 2.964 3.362 2.997 0.116 -0.320 -0.184 0.00
H 3.692 3.968 1.442 -0.862 -0.186 -0.191 0.00
H 4.442 4.352 2.855 0.389 -0.586 0.655 0.00
C -1.905 1.621 -1.661 0.069 -0.604 -0.369 0.00
O -1.128 0.790 -0.755 -0.053 -0.578 -0.445 0.01
C -1.169 -0.594 -0.769 -1.586 0.926 -0.560 0.01
O -1.846 -1.312 -1.496 0.949 1.442 0.329 0.00
O -0.446 -1.102 0.187 0.116 -1.268 0.527 0.01
C 0.355 -0.365 1.101 0.240 1.941 0.407 -0.09
H -1.385 2.561 -1.847 0.317 -0.144 0.575 0.00
H -2.887 1.846 -1.246 0.087 -0.228 0.111 0.00
H -2.013 1.195 -2.658 -0.052 -0.496 0.237 0.00
H -0.190 0.448 1.580 -0.434 0.336 -0.584 -0.01
H 1.187 0.072 0.548 0.065 -0.266 0.366 -0.01
H 0.662 -0.881 2.010 0.113 -1.118 -0.876 0.05
C -1.418 -4.143 2.072 1.601 -1.681 -0.632 -0.02
O -2.700 -3.618 2.345 0.976 1.979 -0.441 0.00
C -3.610 -4.358 2.855 -0.453 -6.204 0.682 0.00
O -3.499 -5.617 3.059 -0.658 4.420 -0.455 0.00
O -4.711 -3.638 3.038 -2.013 -0.221 0.501 0.00
C -5.990 -4.292 3.336 -0.612 -0.356 -0.116 0.00
H -1.458 -5.063 1.490 -0.638 -0.135 -0.007 0.00
H -0.823 -4.440 2.936 -0.378 0.462 0.467 0.02
H -0.801 -3.502 1.443 -0.650 0.749 0.355 0.00
H -6.061 -5.379 3.283 1.169 -0.018 -0.024 0.00
H -6.796 -3.999 2.664 0.668 0.640 -0.747 0.00
H -6.458 -4.033 4.286 1.051 0.388 0.461 0.00
C 1.410 3.104 -1.071 0.971 1.716 1.108 0.00
O 1.986 2.647 -2.273 0.628 -0.924 -1.900 0.00
C 2.712 3.368 -3.194 0.213 -1.130 0.833 0.00
O 3.368 2.878 -4.086 -1.215 0.314 0.945 0.00
O 2.657 4.653 -2.895 -0.690 0.906 0.003 0.00
C 3.140 5.624 -3.819 0.844 0.621 0.448 0.00
H 0.535 3.749 -1.155 -0.277 -0.356 -0.584 0.00
H 2.130 3.752 -0.572 0.198 0.106 0.103 0.00
H 1.249 2.306 -0.346 -0.128 -0.415 -0.720 0.00
H 4.137 5.388 -4.190 -0.191 -0.365 -0.151 0.00
H 3.260 6.519 -3.208 -0.148 0.045 -0.076 0.00
H 2.461 5.863 -4.638 -0.146 -0.487 0.078 0.00
C -3.505 -1.440 -4.552 0.024 0.010 0.496 0.00
Cl -3.526 0.314 -4.896 0.000 -0.499 -0.273 0.00
Cl -2.510 -2.379 -5.693 -0.255 0.563 0.437 0.00
Cl -5.140 -2.105 -4.475 -0.089 0.109 -0.217 0.00
H -3.131 -1.516 -3.531 0.406 -0.163 -0.325 0.00
C 2.959 -3.477 4.361 0.625 0.609 -0.311 0.12
Cl 3.244 -2.452 5.822 0.938 0.613 1.409 0.26
Cl 2.296 -2.369 3.169 -0.398 0.967 -1.706 0.29
Cl 1.731 -4.850 4.661 -1.543 -2.221 0.306 0.40
H 3.856 -3.915 3.924 0.443 0.027 0.245 -0.06
C -6.024 2.392 0.383 0.128 0.518 0.445 0.00
Cl -6.940 3.552 1.397 0.020 -0.400 -0.299 0.00
Cl -4.490 2.041 1.210 -0.230 -0.003 -0.449 0.00
Cl -5.796 3.107 -1.237 0.039 -0.475 0.486 0.00
H -6.581 1.457 0.321 0.070 0.333 -0.177 0.00
C 1.573 -1.478 -3.040 -0.225 -0.307 -0.955 0.00
Cl 1.221 -0.043 -4.034 0.027 -0.066 0.491 0.00
Cl 2.818 -1.236 -1.849 -0.162 0.394 0.296 0.00
Cl 2.118 -2.759 -4.150 -0.141 -0.229 -0.003 0.00
H 0.637 -1.814 -2.594 0.257 0.136 0.123 0.00
```
Forces are in eV/Å.

Calculated values
Net charge: -1
HOMO energy (alpha / beta) (hartree): -0.0046 / -0.2251
Spin multiplicity: 2
Strongest force on any atom (eV/Å): 6.3